# 1
Density functional theory data (ωB97M-V/def2-TZVPD) for 2 unconnected molecules or ions with the total composition C3H10S in a non-equilibrium geometry.

Gap between HOMO and LUMO: 9.9 eV
Charge: 0

Each line ends with the natural charge from an NBO analysis.
CARTESIAN COORDINATES (ANGSTROEM)
H -2.59 0.26 1.28  0.212
H 1.68 -2.30 -0.63  0.217
H -3.43 0.64 -0.39  0.210
H -1.12 1.96 0.96  0.204
S 3.34 -1.71 1.16  -0.081
C 2.52 -1.54 -0.52  -0.712
H 4.52 -2.28 0.67  0.134
C -1.85 1.93 0.15  -0.608
H 2.16 -0.48 -0.66  0.224
H -2.44 2.89 0.20  0.209
H 3.17 -1.81 -1.30  0.217
H -2.11 -0.19 -0.29  0.209
H -1.32 2.03 -0.91  0.197
C -2.54 0.62 0.26  -0.632

=====

# 2
Density functional theory data (ωB97M-V/def2-TZVPD) for 10 unconnected molecules or ions with the total composition C63H139N7O10 in a non-equilibrium geometry.

Gap between HOMO and LUMO: 7.5 eV
Charge: 0

Each line ends with the Mulliken charge.
CARTESIAN COORDINATES (ANGSTROEM)
C 3.88 -2.30 -5.75  -0.365
C 0.44 0.28 -0.35  1.622
H 2.10 -1.65 -3.19  0.375
H -5.47 3.20 7.30  0.494
H -6.23 2.19 -6.00  0.419
H 0.09 1.99 1.09  0.083
H 7.32 -0.56 -8.49  0.355
C 1.55 -5.58 1.30  -1.044
C 0.12 -1.15 -2.42  2.543
O 3.52 5.26 5.19  -0.441
C -1.15 -4.28 3.78  -1.731
C 4.23 0.76 -6.52  -1.251
H -4.34 3.60 -5.36  0.454
H -3.95 0.55 4.51  0.561
H 1.54 6.42 1.26  0.349
H -3.26 3.31 2.99  0.330
H -1.23 -2.68 1.90  0.160
H 4.97 -6.59 -2.01  0.453
H 0.26 5.36 6.40  0.119
H -6.07 -2.55 2.93  0.662
H -2.41 -5.39 1.11  0.112
H -0.88 -3.10 -1.90  0.417
H -4.64 -4.39 0.78  0.315
H 2.84 3.83 1.60  0.448
H -7.24 1.50 -3.86  0.384
H -1.75 3.27 -4.02  0.525
H -3.44 3.74 8.01  0.395
H 1.22 8.05 2.75  0.346
H -5.04 -1.54 -3.52  0.471
C -5.01 -4.12 3.95  -0.905
C 0.74 -7.68 0.61  -1.643
H -2.30 4.67 7.08  0.439
H 6.91 -3.29 -8.02  0.468
H -3.23 4.88 -3.19  0.433
O 3.07 -8.15 -0.88  -0.452
C -3.86 -1.15 1.72  -0.665
C 0.58 7.18 2.85  -0.924
N 2.91 -6.85 -0.35  0.208
H 3.68 3.55 3.14  0.421
C 4.56 -3.13 -6.88  -1.376
C 4.39 -5.70 -1.75  -2.164
H 4.59 1.75 -6.82  0.438
C -4.50 -0.60 -3.40  -1.482
H -4.92 1.68 6.57  0.296
H -2.23 0.29 -1.58  -0.279
H -0.75 3.02 5.74  0.063
H -1.23 2.84 8.25  0.372
C -2.45 2.44 -4.08  -1.611
N -3.10 2.96 4.76  0.911
H 0.21 -1.54 -4.54  0.335
H 4.62 6.09 3.14  0.476
H 3.53 -5.60 -2.41  0.425
H 2.23 -3.62 1.81  0.249
H 5.12 -5.96 1.55  0.395
H -0.58 2.20 3.62  0.433
H -4.95 4.89 4.66  0.432
H 3.47 0.41 -7.21  0.229
O -3.65 1.45 -1.42  -0.248
C 5.10 -2.10 -8.00  1.217
H -1.46 -1.43 -3.80  0.323
H -3.14 3.76 -1.83  0.406
H -5.34 -4.85 3.21  0.375
H -2.55 1.74 7.68  0.407
C -6.12 0.19 -1.74  -2.192
C 0.10 -2.62 -1.93  -1.465
C 4.94 -1.30 -5.18  -0.988
C -2.81 3.70 7.13  -1.093
H 4.08 6.03 5.08  0.319
H -3.61 -5.51 4.58  0.404
H 0.86 -3.29 -2.31  0.337
H 3.41 7.75 5.49  0.324
H 3.75 -8.50 -0.29  0.383
C 2.68 -4.57 1.53  -0.849
H -5.97 2.81 5.80  0.349
C 1.26 5.99 2.22  -0.760
H -4.65 -2.11 4.11  -0.123
C -0.27 1.55 0.16  -0.849
H 1.90 1.67 -1.27  0.223
H -3.19 -0.96 0.88  -0.399
H 3.08 -3.90 -0.47  -0.231
H 3.92 -3.96 -7.19  0.457
H 3.44 -6.91 2.50  0.427
H -0.85 -5.22 4.23  0.464
H -3.31 -0.75 2.57  -0.436
H 6.69 -2.35 -9.53  0.460
C -4.91 3.07 -4.59  -1.292
N -4.39 1.68 -2.62  -0.033
H -1.99 -6.54 2.41  0.426
C 2.09 -6.96 0.82  1.932
H -5.53 -0.38 -1.02  0.330
C 2.48 5.46 3.01  1.803
C -3.86 2.76 -3.48  2.001
H -1.87 1.18 2.80  0.253
H 1.16 -1.56 0.41  -0.445
H 3.32 -8.43 1.81  0.340
H -4.75 5.62 6.23  0.382
C -4.24 5.01 5.48  -1.825
H 3.58 -2.94 -4.92  0.345
H -0.48 -1.16 0.93  -0.779
C 6.20 -2.93 -8.76  -1.886
H -6.33 1.14 -1.24  0.467
H -0.64 5.50 -1.54  0.323
H -3.41 0.26 6.12  0.425
N -2.79 -3.16 2.28  0.279
H 2.60 -1.41 -0.86  -0.029
C 3.69 6.37 2.65  -1.896
H 0.24 -2.84 -0.87  -0.062
C 4.00 -5.89 -0.31  2.061
C -2.52 -5.62 2.17  -1.641
H 1.72 5.39 7.17  0.396
H -5.86 -3.06 0.67  0.365
H 7.24 1.26 -6.32  0.395
C 5.43 -0.22 -6.30  1.264
H 3.52 3.28 -2.97  0.265
C -5.06 2.74 6.40  -1.740
H -3.68 -0.86 -2.73  -0.165
C -4.80 -3.31 0.73  -1.567
H -0.84 4.00 -1.49  0.179
N 2.32 5.45 4.48  0.142
H -4.75 1.42 -5.79  0.337
H 0.97 -8.74 0.57  0.421
H -3.56 -5.94 2.08  0.459
C 5.21 -6.35 0.53  -1.739
H -0.42 -3.96 3.04  0.270
H 2.99 -1.72 -6.02  0.227
C -0.43 -1.06 -3.80  -2.078
N 5.85 -0.91 -7.51  0.662
H 6.07 -5.82 0.11  0.502
C -4.09 -2.64 2.00  1.178
H -2.31 2.28 -5.15  0.435
H -2.52 -0.44 4.73  0.417
H 3.44 -0.37 -1.98  0.499
H 1.97 3.22 2.90  0.210
H 0.71 6.80 7.27  0.367
C -5.04 -2.68 3.27  -0.891
H -0.38 7.29 2.34  0.488
C 1.94 0.73 -0.72  -1.010
H 6.39 1.05 -4.74  0.338
H 0.28 -7.30 -0.30  0.391
H 1.95 8.57 6.04  0.407
H -4.08 2.14 -0.91  0.354
H 7.35 -0.22 -5.36  0.479
H 0.92 -0.24 1.61  0.648
C 6.68 0.58 -5.67  -1.723
H 2.31 0.82 0.30  0.700
C -2.53 -4.35 3.11  1.555
H 3.76 -2.50 -9.50  0.491
C 3.65 -4.49 0.25  -0.922
O -0.16 4.67 -1.59  -0.613
C 3.94 -1.57 -8.96  -1.716
C -5.53 1.91 -5.20  -0.784
H -4.65 4.49 -2.42  0.339
H 3.15 -4.83 2.48  0.561
O 6.45 -0.15 -8.48  -0.503
C 1.51 6.53 5.19  1.482
H -0.47 -0.11 -4.33  0.305
H 3.57 7.45 2.74  0.284
C 2.76 3.93 2.68  -1.857
H 3.61 0.90 -5.64  0.009
H 2.40 8.43 4.35  0.305
C 0.51 -0.75 0.74  -0.184
C -1.87 2.55 7.42  -0.876
C -1.24 2.12 6.11  -0.901
H 0.53 5.25 1.92  0.222
H 0.10 -7.51 1.48  0.215
H -1.08 -3.58 4.61  0.335
C 1.09 6.05 6.58  -1.636
H 4.10 -0.79 -9.70  0.189
H 5.13 -4.93 -1.95  0.411
H 5.45 -3.64 -6.51  0.443
O 3.83 3.07 -3.86  -0.573
H 5.76 -1.88 -4.76  0.577
H 3.07 -1.39 -8.32  0.421
H 5.46 -7.41 0.47  0.236
O -1.76 -0.40 -1.12  1.445
H -7.11 -0.25 -1.79  0.363
C -3.71 4.03 -2.72  -2.118
H 1.96 -7.85 2.77  0.354
H 1.82 -0.05 -3.50  0.223
H -0.48 1.35 6.23  0.452
C 2.35 7.89 5.29  -1.490
H -3.36 -3.79 5.09  0.386
H -0.56 6.09 4.37  -0.062
H 0.90 -5.56 2.18  0.272
H -1.35 1.46 0.25  0.070
H 0.80 3.96 -3.58  0.344
H 4.31 -0.78 -4.46  -0.054
H 3.12 3.38 -4.43  0.335
H -1.91 1.65 -3.57  -0.116
H -4.27 -3.00 -0.16  0.215
H -3.43 5.54 4.98  0.264
H 3.75 6.31 1.57  0.505
O -1.86 -3.00 1.25  0.723
C -5.30 0.61 -2.96  2.148
H 4.52 -3.98 0.66  0.542
C 2.70 -7.55 2.03  -1.811
N -0.38 -0.17 -1.44  0.252
C -3.82 3.54 5.90  1.298
O -3.87 2.86 3.59  -0.568
C -3.04 0.44 5.11  -2.360
C 0.20 6.87 4.36  -0.855
H -6.57 0.14 -4.60  0.465
H 0.99 -5.11 0.50  -0.008
O 1.06 3.21 -4.12  -0.664
H 5.88 -3.89 -9.18  0.368
C -2.23 1.73 4.95  2.475
C -3.55 -4.47 4.26  -1.313
H -0.74 0.55 3.97  0.436
C 1.65 -0.79 -2.72  -1.459
C -1.34 1.42 3.72  -2.511
H -5.67 -4.15 4.82  0.439
C 2.49 -0.51 -1.47  -0.810
H -5.74 3.68 -4.25  0.379
H -4.83 -0.66 1.63  0.679
H 0.84 2.44 -3.59  0.269
H -0.33 7.68 4.86  0.489
H -0.17 2.29 -0.63  -0.585
H -3.86 -0.37 -4.25  0.418
C -6.27 1.06 -4.11  -1.322

=====

# 3
Density functional theory data (ωB97M-V/def2-TZVPD) for a molecular structure, C22H28CsF4N3.

Gap between HOMO and LUMO: 2.6 eV
Charge: -2

Each line ends with the Mulliken charge.
CARTESIAN COORDINATES (ANGSTROEM)
F 1.66 2.04 -1.38  -0.358
H -2.77 -2.22 0.88  -0.100
H -5.38 3.18 0.75  0.266
H 4.12 0.40 2.26  0.411
C 4.25 3.02 0.97  0.693
H -3.31 3.87 -0.56  0.373
C -3.62 2.50 1.75  -1.080
C -6.53 -1.34 0.10  -0.633
C -5.22 1.10 0.38  0.803
C -4.36 -0.08 0.07  -0.460
H -8.38 -0.24 0.48  0.260
C 3.04 0.58 2.21  -0.939
C -3.75 -2.62 -1.70  -1.435
H -7.14 1.92 0.73  0.202
H 4.65 5.43 -1.42  0.453
C -3.48 -3.04 0.77  -1.133
C 0.39 -2.11 2.42  -0.989
H -0.69 -2.10 2.26  0.260
C 3.20 3.81 -1.44  0.068
F 2.67 4.18 -2.63  -0.344
F 4.81 2.72 2.18  -0.358
H -2.90 1.68 1.63  -0.150
N 2.60 1.15 0.96  -0.248
C -7.30 -0.20 0.38  -1.141
C -4.57 2.46 0.54  0.295
C -5.17 -1.33 -0.04  0.916
H -7.05 -2.30 -0.01  0.202
C -6.59 1.01 0.51  -0.616
H 0.84 -2.74 1.64  0.309
H 0.57 1.16 3.05  0.308
H -5.25 -3.42 -0.39  0.300
C 0.31 0.12 3.27  -1.231
H -3.04 -1.79 -1.69  0.139
H -0.78 0.03 3.21  0.420
N -3.08 -0.01 -0.09  -0.584
H -4.01 -3.19 1.71  0.348
H -4.56 3.06 -1.55  0.326
H -3.22 -3.56 -1.89  0.426
H 0.61 -2.57 3.40  0.333
H -3.10 3.46 1.83  0.371
F 5.75 4.81 0.89  -0.354
H 0.61 -0.10 4.31  0.240
H 2.82 1.23 3.07  0.384
H 2.74 -1.45 1.63  0.386
C -4.47 -2.64 -0.34  0.273
Cs -0.47 0.76 -0.13  1.035
H 2.71 -1.19 3.38  0.370
H -4.47 -2.45 -2.50  0.342
C 2.38 -0.78 2.40  -1.025
H -4.18 2.33 2.68  0.321
H -3.14 2.13 -1.00  0.071
C 3.18 2.22 0.46  0.338
C 4.25 4.56 -0.91  -0.667
N 0.93 -0.77 2.32  0.460
H -2.95 -3.97 0.52  0.441
C 2.70 2.71 -0.80  -0.038
C -3.85 2.92 -0.73  -1.331
C 4.74 4.12 0.30  0.069

=====

# 4
Density functional theory data (ωB97M-V/def2-TZVPD) for 11 unconnected molecules or ions with the total composition C47H91N2O14P2 in a non-equilibrium geometry.

Gap between HOMO and LUMO (alpha / beta): 7.1 / 6.4 eV
Multiplicity: 2
Charge: 0

Each line ends with the Löwdin spin population.
CARTESIAN COORDINATES (ANGSTROEM)
H 8.44 6.45 -1.12  0.000
C 6.82 -1.86 0.08  0.024
H 9.01 -1.23 -0.63  -0.001
H -5.47 9.62 -1.29  0.000
H -5.22 -1.45 -5.66  0.000
H -0.50 -6.84 -2.71  0.000
C 0.96 -0.32 0.12  0.000
H 5.95 0.91 3.32  0.000
C -3.03 -8.19 -4.01  0.000
H -0.33 -1.04 2.58  0.000
H -1.47 4.10 3.98  0.000
P 4.88 3.70 0.77  0.001
H 3.25 1.52 -0.19  0.000
O 3.99 4.13 -0.70  0.001
C -3.30 -1.15 -4.76  0.000
H 3.28 2.67 1.97  0.000
H 8.04 -8.68 -1.06  0.000
C -5.85 9.15 0.76  0.000
O 3.86 3.47 2.16  0.000
C 0.85 3.25 5.39  0.000
H 5.80 -3.44 3.02  0.001
H 4.38 -2.36 3.85  0.000
H 5.25 -6.09 -0.68  0.000
H -1.26 -5.26 -2.42  0.000
O 7.90 -0.62 1.65  0.592
H 0.86 -4.67 0.71  0.000
H 6.91 -8.68 0.32  0.000
C -5.31 8.79 -0.60  0.000
C 3.98 0.92 -0.89  0.002
H -7.31 5.41 0.58  0.000
C 3.12 -0.31 -1.55  0.000
C -11.10 0.24 -0.79  0.000
H 10.56 7.04 2.01  0.000
H -5.89 1.56 3.61  0.000
C -5.88 0.61 1.70  0.000
H -4.62 0.34 3.40  0.000
C -4.32 -2.03 -5.44  0.000
C -7.70 4.82 2.59  0.000
H -9.38 -0.75 0.02  0.000
O -6.75 8.50 1.28  0.000
H 4.22 -2.99 2.08  0.000
C 4.93 -7.10 -0.98  0.000
H 4.77 -2.81 -0.30  0.000
H -5.85 7.91 -0.98  0.000
H -3.92 -1.72 -0.59  0.000
H 9.30 7.82 1.03  0.000
H 0.13 3.66 6.10  0.000
H -4.29 -9.92 -4.14  0.000
H 4.18 -7.01 -1.77  0.000
O 5.80 4.99 1.08  0.000
H -3.89 -2.45 -6.36  0.000
H 7.68 -7.15 -0.23  0.000
H -2.07 0.59 -4.92  0.000
H -7.87 6.11 4.29  0.000
H 4.12 0.46 2.03  0.001
C 8.36 -2.19 -0.50  0.001
H -4.18 10.17 1.62  0.000
H -11.50 0.65 -2.85  0.000
H 1.57 4.02 5.08  0.000
H -0.81 -5.29 0.78  0.000
H -8.87 5.98 1.22  0.000
C 5.00 -2.57 2.88  0.002
H 8.04 5.05 -0.07  0.000
C -0.68 3.67 3.37  0.000
N -0.48 -0.79 0.16  0.000
H 7.23 0.08 -1.13  0.002
C -5.17 1.15 2.91  0.000
C 0.14 2.70 4.18  0.000
C -0.98 -1.11 1.58  0.001
H 4.43 1.56 -1.77  0.000
H 1.00 0.68 0.77  0.000
H -4.25 8.55 -0.53  0.000
H 3.31 -1.37 -1.08  0.000
H -3.04 -6.49 -5.30  0.000
O 11.10 5.48 0.13  0.000
O 0.21 1.51 3.88  0.000
C -6.70 1.57 0.88  0.000
C -1.53 -1.01 -0.90  0.000
C -2.80 0.05 -5.53  0.000
C 7.26 -8.10 -0.55  0.000
O -5.81 -0.58 1.39  0.000
H -2.31 -0.28 -6.45  0.000
H -5.40 11.24 0.85  0.000
C -5.25 10.34 1.46  0.000
H 6.03 -3.97 0.52  0.001
H 5.83 -0.99 -1.80  0.000
O -11.70 1.24 -0.42  0.000
H 0.88 -0.40 -2.24  0.000
C -2.58 -1.57 1.54  0.000
H -10.63 -0.32 1.21  0.000
H 8.89 6.42 2.08  0.000
H 5.18 -0.41 4.42  0.000
H -11.46 -1.08 -2.44  0.000
H -1.36 -0.84 -2.05  0.000
H -9.40 5.34 3.78  0.000
H -10.91 -1.69 0.12  0.000
O -2.89 -1.40 -3.63  0.000
C 6.29 -0.58 -0.80  0.013
H 4.48 -7.62 -0.13  0.000
H -6.05 2.36 0.49  0.000
C -2.88 -1.49 -0.09  0.000
C -3.26 -9.68 -3.89  0.000
H -4.58 -2.85 -4.77  0.000
H -7.33 6.75 1.74  0.000
H -2.56 -8.01 -6.09  0.000
C 6.03 -0.25 3.59  -0.002
C -10.46 -0.70 0.20  0.000
H 7.03 1.85 1.68  0.002
P 6.28 2.00 0.42  0.005
H -1.66 -6.66 -1.37  0.000
O 6.14 -8.30 -2.65  0.000
O -2.69 -7.52 -3.04  0.000
O -7.11 3.75 2.45  0.000
H -3.30 -1.85 2.43  0.000
H -5.73 10.48 2.43  0.000
H -2.57 -10.21 -4.55  0.000
H 6.17 -3.60 -1.40  0.000
C -0.87 -6.16 -1.94  0.000
H -0.41 -3.89 -0.28  0.000
C 8.83 5.55 -0.63  0.000
C -7.82 5.81 1.46  0.000
C 5.28 0.40 0.03  0.002
C 4.65 -0.34 1.34  0.014
H 1.48 1.27 -1.49  0.000
C 6.11 -7.87 -1.49  0.000
H -7.49 2.01 1.50  0.000
H 3.39 -0.38 -2.70  0.000
C 0.26 -5.79 -1.01  0.000
H -9.93 -0.14 -2.54  0.000
H 8.19 -2.62 -1.60  0.000
H -1.14 3.14 2.53  0.000
C -10.98 -0.11 -2.25  0.000
H 1.40 2.44 5.88  0.000
H -3.06 -9.99 -2.86  0.000
H 3.04 3.85 -0.49  0.000
C 1.51 0.08 -1.37  0.000
H 7.04 -0.53 4.11  -0.001
H -7.16 1.04 0.04  0.000
H -8.17 4.39 4.63  0.000
C -3.24 -7.57 -5.36  0.000
C 9.65 6.87 1.43  0.000
H 3.79 -1.11 1.03  0.000
H 1.65 -1.14 0.61  0.000
H -4.45 1.92 2.60  0.000
C 9.96 5.93 0.30  0.000
C 5.72 -1.20 2.25  0.024
C -8.33 5.20 3.91  0.000
H 8.87 -3.05 0.11  0.000
H -4.28 -7.71 -5.68  0.000
N 6.99 -1.61 1.55  0.316
C -0.05 -4.85 0.12  0.000
C 5.91 -3.15 -0.33  -0.001
H -3.63 0.72 -5.75  0.000
H -0.03 4.46 2.97  0.000
O 1.39 -6.24 -1.17  0.000
H 9.21 4.87 -1.40  0.000

=====

Calculated total energy in eV, matching the order above: -14107.318; -98476.087; -39153.579; -100423.777